[1]
Entry from the OMol25 dataset: a 9-piece molecular cluster, C29H44Cl16N3O2 overall in a non-equilibrium geometry (ωB97M-V/def2-TZVPD).

Each line ends with the Mulliken charge.
CARTESIAN COORDINATES (ANGSTROEM)
N 7.472 -3.538 0.073  -0.5292
C 7.168 -2.597 -0.729  0.0970
C 7.464 -1.071 -0.367  -0.9913
C 6.090 -0.515 0.186  0.8159
C 5.142 -0.020 -0.814  -1.0108
C 3.864 0.434 -0.198  0.1486
C 3.867 0.274 1.270  0.3455
O 2.734 0.612 2.006  -0.2818
C 1.665 1.090 1.222  -0.3232
O 1.643 2.259 0.956  -0.3961
C 0.523 0.182 0.669  1.7041
C -0.621 -0.123 1.528  -0.2895
C -1.746 -0.946 1.081  -0.7984
C -1.757 -1.551 -0.294  -0.0732
C -0.585 -1.245 -1.137  -0.9310
C 0.525 -0.392 -0.680  -0.2309
N 4.818 -0.162 2.096  -0.8034
N 5.934 -0.557 1.525  0.4450
H 7.910 -3.090 0.895  0.1508
H 6.644 -2.789 -1.707  0.3393
H 7.710 -0.493 -1.302  0.3788
H 8.294 -0.978 0.378  0.3917
H 5.321 0.005 -1.912  0.3800
H 3.063 0.833 -0.850  0.6152
H -0.646 0.277 2.567  0.3876
H -2.609 -1.170 1.727  0.5750
H -2.614 -2.165 -0.627  0.2849
H -0.586 -1.703 -2.158  0.3877
H 1.371 -0.229 -1.384  -0.0112
H 6.684 -0.931 2.124  0.2865
Cl 9.520 -2.529 2.759  -0.2081
C 10.070 -4.186 3.141  -0.4880
C 9.069 -4.939 3.987  -0.4047
Cl 8.943 -4.272 5.632  -0.1654
H 11.038 -4.112 3.635  0.4034
H 10.211 -4.699 2.189  0.2906
H 9.382 -5.979 4.087  0.3189
H 8.075 -4.924 3.539  0.2857
Cl -4.254 -0.671 0.771  -0.0472
C -5.864 0.041 1.070  -0.4716
C -5.816 1.551 1.102  -0.3005
Cl -4.937 2.164 2.526  -0.1860
H -6.247 -0.371 2.003  0.3654
H -6.515 -0.292 0.259  0.1049
H -6.829 1.951 1.158  0.3864
H -5.339 1.954 0.209  0.1124
Cl -1.486 3.967 -3.474  -0.2157
C -1.680 3.393 -1.797  -0.2790
C -2.100 1.943 -1.735  -0.2315
Cl -3.760 1.689 -2.331  -0.0409
H -2.401 4.041 -1.300  0.3450
H -0.714 3.519 -1.307  0.1492
H -2.080 1.599 -0.699  -0.0185
H -1.433 1.309 -2.317  0.2917
Cl 1.375 8.025 0.780  -0.1934
C 1.141 7.101 2.285  -0.4812
C 0.960 5.624 2.026  0.5465
Cl -0.584 5.267 1.210  -0.1896
H 0.286 7.523 2.811  0.3458
H 2.031 7.262 2.896  0.3272
H 0.950 5.082 2.974  -0.6342
H 1.767 5.224 1.412  0.2697
Cl -1.116 3.186 6.770  -0.1792
C 0.141 2.713 5.603  -0.2649
C 1.396 3.545 5.746  -0.4607
Cl 1.140 5.237 5.248  -0.1842
H -0.280 2.793 4.601  0.1760
H 0.371 1.663 5.794  0.3020
H 2.182 3.141 5.106  0.2168
H 1.761 3.547 6.772  0.4012
Cl -9.095 1.328 -5.658  -0.1828
C -7.607 2.280 -5.428  -0.4416
C -6.392 1.402 -5.231  -0.4687
Cl -6.438 0.528 -3.679  -0.1328
H -7.760 2.946 -4.579  0.3057
H -7.480 2.891 -6.322  0.3239
H -5.490 2.015 -5.223  0.2558
H -6.297 0.667 -6.030  0.3326
Cl -2.068 -3.695 -2.029  -0.1978
C -2.493 -4.680 -3.450  -0.2765
C -1.307 -4.903 -4.361  -0.4734
Cl -0.788 -3.401 -5.168  -0.1980
H -3.308 -4.186 -3.968  -0.0858
H -2.859 -5.637 -3.076  0.4399
H -1.573 -5.611 -5.146  0.3666
H -0.454 -5.305 -3.815  0.3090
Cl -5.741 -4.035 -4.056  -0.1856
C -6.887 -3.547 -2.787  -0.4943
C -6.248 -2.683 -1.721  -0.1626
Cl -5.076 -3.575 -0.707  -0.1611
H -7.320 -4.452 -2.362  0.3667
H -7.682 -2.989 -3.284  0.3396
H -7.021 -2.309 -1.049  0.3346
H -5.730 -1.829 -2.157  0.0288

**LUMO energy**: -0.1961 hartree
**Total charge**: +1
**Largest force on an atom**: 0.1000 Eh/bohr
**Calculated total energy**: -8808.8610 Eh

[2]
Entry from the OMol25 dataset: C3H4BrN as an isolated structure in a non-equilibrium geometry (ωB97M-V/def2-TZVPD).

Each line ends with the Mulliken charge.
CARTESIAN COORDINATES (ANGSTROEM)
C 0.741 -1.430 -0.141  0.3738
C -1.006 0.682 0.393  -0.7935
C 0.517 -0.071 -0.474  -0.4295
N 1.001 -2.476 0.229  -0.3442
Br 2.171 0.979 0.078  -0.1076
H -0.934 0.476 1.503  0.3033
H -1.833 -0.006 -0.094  0.2909
H -0.981 1.739 -0.017  0.3168
H 0.324 0.108 -1.478  0.3900

**LUMO energy**: 0.0029 hartree
**Largest force on an atom**: 0.0945 Eh/bohr
**Calculated total energy**: -2745.4128 Eh
**Energy relative to the best compared isomer or geometry (same formula, charge and spin)**: 1.340 eV

[3]
Entry from the OMol25 dataset: a 16-piece molecular cluster, C84H176O12 overall in a non-equilibrium geometry (ωB97M-V/def2-TZVPD).

Each line ends with the Mulliken charge.
CARTESIAN COORDINATES (ANGSTROEM)
C 3.560 -0.896 -1.873  -0.3674
C 3.085 -1.978 -0.846  1.0074
C 3.401 -1.598 0.587  -1.3383
C 2.764 -0.270 1.064  1.5444
C 3.123 0.068 2.471  -0.9076
C 2.482 1.419 2.865  1.0464
H 3.224 -1.189 -2.905  0.0863
H 4.649 -0.737 -1.829  0.3338
H 2.994 0.028 -1.730  -0.5657
H 1.975 -2.057 -0.874  -0.4483
H 3.524 -2.934 -1.092  -0.0370
H 4.502 -1.598 0.632  0.3392
H 3.095 -2.363 1.304  0.3750
H 3.032 0.584 0.433  -0.3364
H 1.658 -0.306 0.963  -0.7371
H 2.830 -0.720 3.184  0.5955
H 4.200 0.112 2.696  -0.2940
H 2.695 2.251 2.205  -0.0644
H 1.378 1.314 2.893  -0.0463
H 2.838 1.684 3.817  -0.4216
C 4.233 5.225 2.072  -1.0802
C 4.242 5.013 3.576  -0.2626
C 5.220 3.980 4.149  0.6297
C 5.092 3.594 5.623  -0.7982
C 5.888 2.291 5.986  -0.5761
C 5.077 1.016 5.730  -0.4660
H 3.700 6.163 1.849  0.3858
H 3.720 4.453 1.511  -0.0468
H 5.174 5.382 1.639  0.6172
H 4.543 5.943 4.035  0.5048
H 3.184 4.773 3.874  -0.2124
H 6.263 4.303 3.979  0.5251
H 5.278 3.096 3.467  -0.8066
H 5.508 4.458 6.138  0.4690
H 4.065 3.517 5.900  0.1416
H 6.838 2.301 5.461  0.1988
H 6.301 2.349 7.033  0.3946
H 4.688 1.066 4.753  -0.4663
H 5.645 0.126 5.838  0.5207
H 4.216 0.978 6.365  0.3090
C -2.773 1.178 2.161  -0.7375
C -2.566 0.570 0.781  0.8920
C -1.239 0.837 0.199  1.8247
C -1.027 0.064 -1.081  0.0335
C 0.365 0.185 -1.741  1.8205
C 0.713 1.565 -2.383  0.2430
H -1.934 0.830 2.826  -0.4741
H -3.725 0.817 2.634  0.0959
H -2.813 2.238 2.149  0.4816
H -2.656 -0.540 0.924  0.3444
H -3.280 0.845 0.008  -1.2436
H -0.403 0.582 0.874  0.0568
H -1.253 1.881 0.007  -0.7696
H -1.157 -0.978 -0.892  0.3388
H -1.717 0.328 -1.866  -0.5786
H 1.052 0.022 -0.918  -1.4279
H 0.508 -0.541 -2.573  0.0326
H 0.673 2.268 -1.568  0.1884
H 1.696 1.551 -2.764  0.4086
H -0.011 1.884 -3.149  -1.2774
C 3.982 -5.906 0.063  -0.8563
C 2.816 -6.283 0.909  -0.6039
C 1.498 -5.704 0.319  1.0476
C 1.241 -6.218 -1.099  -0.5464
C -0.210 -5.959 -1.539  -0.8701
C -0.682 -4.518 -1.611  0.4647
H 3.914 -6.550 -0.862  0.2226
H 4.872 -6.152 0.641  0.4550
H 3.985 -4.837 -0.318  -0.0180
H 2.824 -7.302 1.307  0.3828
H 2.939 -5.724 1.926  0.3309
H 1.615 -4.608 0.236  -0.2602
H 0.694 -5.951 0.986  -0.6779
H 1.865 -5.629 -1.770  0.1478
H 1.458 -7.301 -1.165  0.2790
H -0.381 -6.348 -2.544  0.3686
H -0.905 -6.551 -0.920  0.4753
H 0.133 -3.940 -2.064  -0.5843
H -1.606 -4.358 -2.220  -0.3901
H -0.911 -4.028 -0.677  0.5014
C -5.196 -6.938 6.146  -0.8782
C -5.254 -5.530 6.891  -0.8172
C -4.894 -4.260 6.026  0.3511
C -6.131 -3.644 5.274  -0.8272
C -5.700 -2.581 4.271  0.3942
C -4.959 -1.490 5.045  -1.1039
H -5.181 -7.783 6.853  0.3779
H -4.208 -7.052 5.643  0.0417
H -5.895 -7.119 5.336  0.3129
H -6.220 -5.470 7.374  0.3329
H -4.549 -5.582 7.713  0.3795
H -4.141 -4.510 5.272  -0.4753
H -4.377 -3.533 6.633  0.4143
H -6.723 -4.470 4.823  0.2957
H -6.765 -3.092 5.992  0.3037
H -4.967 -2.997 3.579  -0.0250
H -6.526 -2.194 3.659  0.1776
H -4.008 -1.950 5.318  0.2369
H -4.812 -0.560 4.501  0.1853
H -5.620 -1.260 5.891  0.4292
C -2.883 3.918 4.535  -1.6510
C -1.394 3.612 4.717  1.4823
C -1.127 3.061 6.174  -0.7981
C 0.335 3.070 6.633  -1.0466
C 1.141 2.209 5.693  2.9105
C 1.007 0.722 5.919  -0.9185
H -3.188 4.719 5.205  0.4533
H -3.589 3.127 4.782  0.3429
H -3.157 4.395 3.530  0.2321
H -1.096 2.879 3.972  -0.6644
H -0.833 4.536 4.556  0.0450
H -1.420 1.993 6.243  0.2287
H -1.697 3.711 6.885  0.4436
H 0.710 4.090 6.548  0.3936
H 0.336 2.722 7.655  0.3968
H 0.905 2.427 4.660  -0.9044
H 2.218 2.443 5.752  -1.4639
H 0.016 0.500 6.351  0.3948
H 1.167 0.153 4.974  -0.0714
H 1.843 0.251 6.533  0.2687
C -7.402 3.650 -2.483  -1.3196
C -6.718 2.692 -1.442  0.1430
C -6.951 1.172 -1.594  -0.8995
C -6.397 0.278 -0.521  0.7085
C -6.843 -1.176 -0.864  -0.6079
C -6.397 -2.191 0.279  -0.8391
H -7.307 4.686 -2.129  0.3368
H -8.505 3.430 -2.606  0.3906
H -6.966 3.626 -3.500  0.2530
H -5.629 2.889 -1.386  -0.3638
H -7.075 3.023 -0.479  0.5473
H -6.637 0.835 -2.545  0.1809
H -8.008 1.023 -1.603  0.5039
H -5.305 0.313 -0.518  -0.6662
H -6.766 0.523 0.515  0.5113
H -7.947 -1.223 -0.906  0.5296
H -6.487 -1.535 -1.822  0.1858
H -6.617 -1.665 1.208  0.1004
H -6.839 -3.200 0.292  0.4213
H -5.321 -2.329 0.147  0.0869
C -2.650 -1.181 -7.758  -1.1683
C -3.341 -0.694 -6.429  -0.1656
C -3.185 -1.618 -5.237  0.4470
C -3.876 -1.180 -3.940  0.3316
C -3.610 -2.199 -2.783  1.2551
C -3.951 -3.691 -3.042  -2.0571
H -1.539 -1.071 -7.687  0.0841
H -2.940 -0.482 -8.598  0.3225
H -3.008 -2.142 -8.093  0.4519
H -2.878 0.268 -6.283  -0.2850
H -4.410 -0.484 -6.660  0.5805
H -2.077 -1.645 -5.037  -0.4726
H -3.546 -2.575 -5.671  0.4185
H -3.523 -0.245 -3.597  -0.5966
H -5.033 -1.029 -4.123  0.3149
H -2.512 -2.183 -2.663  -0.4550
H -3.993 -1.952 -1.777  -0.2159
H -3.668 -4.140 -2.110  0.7652
H -4.963 -3.920 -3.183  0.3571
H -3.409 -4.087 -3.920  0.2245
C 4.914 3.195 -0.905  -1.0604
C 5.901 2.100 -0.597  -0.2266
C 6.171 1.946 0.876  1.5588
C 7.438 1.108 1.231  -1.3791
C 7.771 0.942 2.709  0.6995
C 9.067 0.189 2.980  -1.5061
H 4.886 3.401 -2.004  0.3707
H 5.323 4.113 -0.490  0.3963
H 3.914 3.054 -0.547  -0.0421
H 5.416 1.159 -0.877  -0.4827
H 6.825 2.144 -1.172  0.6785
H 5.300 1.547 1.428  -1.0195
H 6.293 2.943 1.283  0.2057
H 7.286 0.107 0.818  0.3583
H 8.308 1.516 0.697  0.3954
H 7.720 1.821 3.420  -0.0309
H 6.938 0.267 2.982  -0.0690
H 9.069 -0.801 2.471  0.3125
H 9.855 0.844 2.593  0.3420
H 9.183 0.031 4.103  0.3757
C -1.385 -8.332 2.827  -1.3292
C -1.989 -7.010 2.466  -0.2965
C -1.373 -5.859 3.423  -1.1486
C -2.069 -4.592 3.137  0.0283
C -1.345 -3.496 3.846  -0.3695
C -1.794 -2.115 3.372  -0.4776
H -1.536 -8.532 3.920  0.3118
H -0.295 -8.298 2.705  0.2028
H -1.712 -9.161 2.256  0.4348
H -1.899 -6.717 1.375  0.0498
H -3.056 -6.994 2.720  0.5437
H -0.311 -5.810 3.219  0.5808
H -1.542 -6.199 4.467  0.4775
H -2.072 -4.446 2.033  0.0744
H -3.130 -4.611 3.437  -0.0540
H -1.427 -3.584 4.966  0.2602
H -0.307 -3.690 3.538  0.4892
H -1.581 -1.939 2.316  0.0391
H -2.898 -1.979 3.422  -0.1478
H -1.349 -1.258 3.900  0.1988
O -1.712 3.955 -7.152  -0.6942
C -1.147 2.864 -7.077  0.3547
O -0.913 2.276 -5.914  0.3052
C -0.118 1.074 -6.038  0.8017
C 0.474 1.124 -7.427  -0.3559
C -0.460 2.074 -8.225  -0.7755
H -0.800 0.260 -6.054  -0.8285
H 0.655 1.055 -5.341  0.0599
H 0.633 0.063 -7.828  0.5091
H 1.449 1.631 -7.389  -0.0034
H -1.204 1.518 -8.838  0.1700
H 0.087 2.773 -8.933  0.3561
O 1.777 3.366 -5.594  -0.5744
C 1.751 4.306 -4.818  0.3346
O 2.741 4.565 -3.905  -0.3026
C 2.422 5.676 -3.100  -0.2145
C 0.949 5.889 -3.256  0.3807
C 0.651 5.287 -4.619  0.4250
H 3.010 6.561 -3.536  0.1550
H 2.873 5.489 -2.115  -0.0575
H 0.667 6.934 -3.220  0.4505
H 0.322 5.405 -2.540  -0.6045
H 0.712 5.984 -5.484  0.3375
H -0.308 4.738 -4.596  -0.3932
O 0.760 -2.102 -4.811  -0.2365
C 0.796 -3.312 -4.837  -0.0731
O -0.114 -4.069 -5.438  -0.3678
C 0.086 -5.489 -5.207  -0.3882
C 1.585 -5.580 -4.744  -0.9381
C 1.944 -4.230 -4.234  1.4443
H -0.038 -5.937 -6.195  0.4050
H -0.714 -5.830 -4.578  0.2130
H 1.989 -5.697 -5.732  0.3563
H 1.776 -6.443 -4.133  0.3539
H 2.933 -3.779 -4.417  0.6855
H 1.804 -4.176 -3.153  -1.3056
O 1.827 4.824 0.039  0.0252
C 0.892 5.261 0.608  -0.5624
O 0.313 6.337 0.141  -0.4199
C -0.831 6.772 0.867  -0.3434
C -0.711 6.011 2.187  -0.2376
C 0.147 4.751 1.766  1.6191
H -1.744 6.538 0.322  0.0190
H -0.788 7.872 0.957  0.4698
H -1.636 5.545 2.582  -0.1597
H -0.268 6.549 3.051  0.2716
H -0.476 4.001 1.392  -1.0499
H 0.840 4.408 2.498  0.5139
O 4.132 0.927 -7.829  -0.6284
C 4.740 1.144 -6.797  0.4281
O 5.981 1.645 -6.765  -0.3876
C 6.512 1.660 -5.415  -0.5366
C 5.637 0.684 -4.695  0.4952
C 4.294 0.836 -5.406  0.7126
H 6.524 2.652 -4.978  0.2906
H 7.564 1.331 -5.556  0.2925
H 5.546 0.893 -3.609  -0.4862
H 6.006 -0.343 -4.749  0.3072
H 3.722 1.610 -4.860  -0.4118
H 3.644 -0.015 -5.498  -0.0028
O -1.833 4.329 -0.587  -0.2746
C -2.549 4.293 -1.569  0.0015
O -3.297 5.359 -1.921  -0.4586
C -3.912 5.183 -3.210  -0.7478
C -3.805 3.686 -3.565  -0.0585
C -2.854 3.145 -2.489  1.7364
H -3.446 5.718 -4.017  0.2734
H -4.904 5.485 -3.068  0.4551
H -3.435 3.571 -4.625  0.0999
H -4.786 3.238 -3.377  -0.1380
H -1.946 2.813 -2.953  -0.5650
H -3.350 2.402 -1.925  -0.6575

**LUMO energy**: 0.0211 hartree
**Largest force on an atom**: 0.0808 Eh/bohr
**Calculated total energy**: -4208.9904 Eh
**Energy relative to the best compared isomer or geometry (same formula, charge and spin)**: 0.000 eV

In eV, the HOMO energy values for the records above are, in order, -11.4; -10.5; -9.7.
In eV, the orbital gap values for the records above are, in order, 6.0512; 10.5722; 10.3191.